Formula: C39H44INO3S
Source: the OMol25 dataset
Level of theory: the ωB97M-V functional and the def2-TZVPD basis

The geometry in XYZ format:
```
89
Properties=species:S:1:pos:R:3:forces:R:3
C 3.6945 0.4951 3.6879 -3.986 -2.033 -3.823
C 2.7827 0.0707 2.8634 2.834 2.465 3.106
C 1.5763 -0.1472 1.8137 1.578 -0.392 -0.260
C 0.6864 1.1700 1.5566 -0.681 -0.123 0.372
C 1.6066 2.4183 1.1134 -0.660 0.959 -0.611
C 2.0729 2.4322 -0.4263 1.095 0.759 -0.320
C 3.3570 1.4978 -0.7624 -0.295 0.021 0.507
C 2.9595 0.3994 -1.8727 0.296 -0.350 1.353
N 4.1177 -0.0697 -2.7200 -1.050 -0.979 -1.295
C 5.5233 0.3132 -2.7170 -1.090 -4.300 -3.973
C 6.1199 -0.6243 -3.8275 -3.202 0.382 1.173
C 4.9701 -1.5091 -4.4551 -1.582 3.005 3.709
C 3.6665 -1.0987 -3.6888 6.077 0.796 -0.686
C -0.4219 0.7414 0.4221 2.274 -0.954 0.164
S -1.5703 2.1213 -0.0391 -5.161 0.128 -4.371
O -2.9745 1.5390 -0.2214 4.357 1.161 1.833
O -1.2294 2.8306 -1.3241 0.694 -1.312 4.298
O -1.6404 3.1540 1.3024 0.987 -2.514 -1.209
C -1.6504 2.2539 2.4493 -0.418 -1.215 2.016
C -0.1808 1.6663 2.8408 0.422 1.940 -0.626
I -0.5026 0.1637 4.3794 -0.064 0.617 -0.572
H 4.5387 0.8113 4.3858 -1.775 -0.739 -1.422
H 0.9517 -1.1026 2.0442 1.093 1.902 -0.018
H 2.1010 -0.3872 0.7999 -0.867 0.446 1.749
H 0.9541 3.3731 1.2669 1.071 -1.642 -0.314
H 2.5286 2.5813 1.8026 -1.640 -0.713 -1.064
H 2.4100 3.5250 -0.6537 -0.798 -1.859 0.422
H 1.2546 2.1947 -1.1928 0.944 0.494 1.417
H 4.2674 2.1502 -1.0668 -1.720 -1.148 0.247
H 3.6608 0.9885 0.2357 -0.290 0.630 -1.830
H 2.6030 -0.5512 -1.2958 0.505 1.598 -0.937
H 2.0547 0.7007 -2.5335 1.809 -0.109 0.942
H 6.0024 1.1020 -2.0455 -1.055 -1.499 -1.172
H 7.2217 -0.6788 -4.1474 -2.058 0.217 0.658
H 4.9991 -2.3165 -5.2697 0.222 1.599 1.458
H 2.5771 -1.4458 -3.7790 2.057 0.793 0.333
H 0.1737 0.4423 -0.5334 -1.323 0.856 1.415
H -0.9681 -0.2338 0.7430 0.394 2.140 -0.391
H -2.3547 1.3372 2.2993 1.038 1.754 -0.073
H -2.0956 2.8504 3.3416 0.966 -0.955 -1.640
H 0.4032 2.5574 3.2990 -0.895 -1.788 -0.417
C -5.4093 1.0854 -1.9611 -0.088 -0.039 -0.075
C -6.7271 0.9477 -2.3887 0.079 -0.072 -0.052
C -7.0325 0.0905 -3.4424 0.094 -0.019 0.006
C -6.0189 -0.6265 -4.0722 -0.004 0.059 0.065
C -4.6998 -0.4822 -3.6510 -0.125 0.075 0.076
C -4.3945 0.3720 -2.5948 -0.070 -0.086 -0.127
H -5.1727 1.7481 -1.1358 0.032 -0.087 -0.125
H -7.5175 1.5088 -1.8992 0.065 -0.051 -0.037
H -8.0606 -0.0189 -3.7731 0.090 0.011 0.026
H -6.2570 -1.2967 -4.8919 0.014 0.060 0.059
H -3.9085 -1.0369 -4.1460 -0.078 0.049 0.041
H -3.3674 0.4826 -2.2653 -0.184 0.032 -0.026
C 3.7873 -0.1250 9.6008 -0.059 0.025 -0.095
C 2.7205 0.7325 9.8541 0.002 -0.041 -0.064
C 1.7744 0.9794 8.8633 0.095 -0.074 -0.030
C 1.8975 0.3716 7.6167 0.066 0.017 0.106
C 2.9693 -0.4788 7.3602 0.006 0.014 0.058
C 3.9134 -0.7286 8.3522 -0.077 0.079 0.042
H 4.5210 -0.3225 10.3755 -0.064 0.026 -0.072
H 2.6259 1.2084 10.8252 0.006 -0.057 -0.094
H 0.9409 1.6454 9.0623 0.076 -0.063 -0.016
H 1.1591 0.5615 6.8447 0.119 -0.002 0.094
H 3.0685 -0.9481 6.3860 -0.038 0.046 0.078
H 4.7478 -1.3935 8.1530 -0.081 0.052 0.021
C 6.4388 -5.1699 -5.4986 -0.012 -0.048 -0.081
C 5.1268 -5.3122 -5.9425 0.087 -0.049 -0.040
C 4.8389 -6.1661 -7.0034 0.103 0.003 0.018
C 5.8639 -6.8750 -7.6239 0.015 0.081 0.088
C 7.1769 -6.7257 -7.1861 -0.062 0.037 0.044
C 7.4646 -5.8748 -6.1228 -0.119 -0.008 -0.034
H 6.6622 -4.5091 -4.6670 -0.034 -0.039 -0.072
H 4.3277 -4.7575 -5.4603 0.072 -0.070 -0.021
H 3.8156 -6.2794 -7.3469 0.097 0.011 0.032
H 5.6395 -7.5427 -8.4492 0.021 0.064 0.068
H 7.9770 -7.2740 -7.6737 -0.085 0.052 0.052
H 8.4879 -5.7604 -5.7802 -0.098 -0.013 -0.030
C -10.3223 1.3291 0.9197 0.072 0.098 0.026
C -11.0267 2.5039 1.1671 0.083 0.007 -0.013
C -10.3407 3.6968 1.3767 0.064 -0.086 -0.016
C -8.9488 3.7144 1.3433 -0.073 -0.099 -0.008
C -8.2440 2.5379 1.1050 -0.080 -0.009 -0.008
C -8.9303 1.3453 0.8916 -0.059 0.075 0.023
H -10.8577 0.4006 0.7497 0.050 0.081 0.024
H -12.1118 2.4900 1.1958 0.108 0.004 -0.013
H -10.8904 4.6132 1.5662 0.051 -0.088 -0.020
H -8.4139 4.6446 1.5041 -0.044 -0.082 -0.012
H -7.1585 2.5502 1.0846 -0.102 -0.008 -0.015
H -8.3808 0.4284 0.7034 -0.037 0.092 0.001
```
Forces are in eV/Å.

Results
orbital gap = 7.981 eV
strongest force on any atom = 6.8 eV/Å
total charge = 0
SMILES string = C#CC[C@@]1(CCCCn2cccc2)CS(=O)(=O)OC[C@H]1I.c1ccccc1.c1ccccc1.c1ccccc1.c1ccccc1
E_HOMO = -8.095 eV
calculated total energy = -2488.4865 Ha

These are the Mulliken partial charges, in e, on atoms 1 to 6:
1. C -0.367
2. C -0.440
3. C -0.540
4. C 1.615
5. C -1.169
6. C -0.594

***

Formula: C39H32F4GaN7OPS3Se
Source: the OMol25 dataset
Level of theory: the ωB97M-V functional and the def2-TZVPD basis

The geometry in XYZ format:
```
89
Properties=species:S:1:pos:R:3:forces:R:3
Ga -1.5283 1.0156 0.6155 0.344 -0.194 -0.115
O -2.4803 3.0369 0.9174 -0.175 -0.120 -0.096
S -3.7558 2.4206 0.4060 0.049 0.182 -0.044
N -3.5171 1.0056 0.0336 -0.031 -0.152 0.018
C -3.0484 1.3225 -5.0087 0.023 -0.002 -0.008
C -2.6339 -0.1452 -5.0630 -0.042 0.059 -0.006
C -3.4263 -1.0264 -4.1009 0.038 0.006 -0.008
C -3.0737 -0.8203 -2.6322 0.030 -0.069 0.119
N -1.6743 -1.1717 -2.3590 -0.163 -0.071 -0.153
C -0.6536 -0.3250 -2.1615 0.007 -0.121 0.059
Se -0.7829 1.5053 -1.7622 0.066 0.131 -0.018
N 0.4936 -1.0229 -2.1582 0.189 -0.078 -0.261
C 1.8382 -0.4589 -1.9839 -0.094 -0.056 -0.026
C 2.3614 0.1746 -3.2667 -0.027 -0.039 -0.035
C 2.6664 -0.8317 -4.3762 0.034 -0.002 0.042
C 3.9163 -1.6636 -4.1061 -0.008 -0.001 -0.010
C 0.2035 -2.3729 -2.3440 0.179 0.199 0.065
C 1.0181 -3.4985 -2.3836 -0.014 -0.035 0.002
C 0.3864 -4.7150 -2.5499 -0.039 0.008 0.002
C -1.0096 -4.8098 -2.6699 0.048 0.020 0.018
C -1.8143 -3.6892 -2.6294 -0.018 -0.007 0.000
C -1.1727 -2.4664 -2.4644 -0.191 0.122 0.011
H -2.5264 1.9055 -5.7679 0.007 -0.006 0.019
H -2.8244 1.7734 -4.0401 -0.018 -0.015 -0.008
H -4.1202 1.4258 -5.1913 0.014 0.000 -0.004
H -1.5612 -0.2409 -4.8588 -0.003 -0.008 -0.016
H -2.7781 -0.5259 -6.0757 -0.003 0.005 -0.002
H -3.2927 -2.0784 -4.3612 0.003 -0.004 -0.007
H -4.4933 -0.8109 -4.2044 0.000 -0.028 -0.010
H -3.6943 -1.4453 -1.9881 0.001 0.029 0.033
H -3.2147 0.2098 -2.3176 0.015 -0.006 -0.011
H 2.4745 -1.2772 -1.6499 0.004 0.007 0.030
H 1.7854 0.2719 -1.1791 -0.028 0.030 0.006
H 3.2654 0.7363 -3.0154 0.004 -0.010 -0.015
H 1.6253 0.9054 -3.6095 0.005 0.026 0.020
H 2.7950 -0.2879 -5.3136 0.002 0.006 0.002
H 1.8038 -1.4892 -4.5257 -0.007 0.010 -0.023
H 4.7881 -1.0203 -3.9714 -0.009 -0.007 -0.008
H 4.1272 -2.3391 -4.9349 -0.011 0.000 0.006
H 3.8210 -2.2773 -3.2073 0.011 0.022 -0.001
H 2.0924 -3.4322 -2.2892 -0.002 -0.010 0.000
H 0.9809 -5.6175 -2.5861 -0.003 -0.005 -0.004
H -1.4637 -5.7833 -2.7948 0.008 -0.003 -0.003
H -2.8900 -3.7623 -2.7161 0.024 0.000 0.016
S -0.0721 -0.9528 0.7909 -0.249 -0.050 -0.009
P -1.2943 -1.3905 2.3398 -0.024 -0.003 0.263
S -2.1610 0.3674 2.8376 0.011 0.114 0.082
C -2.5153 -2.6121 1.8406 -0.097 -0.029 -0.045
C -2.1514 -3.9575 1.7840 -0.005 -0.008 -0.059
C -3.0600 -4.8967 1.3242 0.019 0.020 -0.001
C -4.3280 -4.4966 0.9188 0.014 0.015 0.002
C -4.6873 -3.1573 0.9679 0.031 -0.007 0.006
C -3.7831 -2.2097 1.4294 -0.002 -0.059 0.004
C -0.4037 -2.0782 3.7397 0.050 0.021 0.030
C 0.9644 -1.8627 3.8708 0.019 -0.048 0.015
C 1.6243 -2.3017 5.0096 -0.009 -0.002 -0.020
C 0.9187 -2.9461 6.0154 -0.003 0.006 -0.011
C -0.4480 -3.1591 5.8872 -0.013 0.005 -0.041
C -1.1132 -2.7269 4.7509 0.032 0.005 -0.003
H -1.1626 -4.2704 2.0980 -0.001 0.000 0.010
H -2.7816 -5.9415 1.2859 -0.001 0.001 0.010
H -5.0403 -5.2346 0.5737 0.001 0.001 -0.010
H -5.6774 -2.8488 0.6598 -0.009 0.008 0.001
H -4.0646 -1.1656 1.4765 0.010 -0.005 -0.003
H 1.5077 -1.3609 3.0797 0.009 0.012 0.020
H 2.6894 -2.1413 5.1120 -0.012 0.002 -0.006
H 1.4349 -3.2847 6.9044 -0.007 0.003 -0.014
H -0.9952 -3.6617 6.6735 -0.003 0.008 -0.011
H -2.1789 -2.8924 4.6524 -0.016 0.001 -0.001
F 1.8959 4.5297 0.6554 0.009 -0.009 0.106
C 2.4337 5.1323 1.7125 -0.190 -0.254 0.160
C 3.2622 6.1607 1.5201 0.216 0.275 0.066
F 3.5215 6.5476 0.2832 0.001 -0.008 0.135
C 3.8908 6.8791 2.6287 -0.289 -0.353 0.002
C 3.5364 6.3751 3.9535 0.158 0.218 -0.097
C 2.7047 5.3444 4.1391 -0.136 -0.194 -0.012
F 2.4296 4.9448 5.3720 0.039 0.051 -0.097
C 2.0867 4.6301 3.0345 0.205 0.327 -0.169
C 1.2517 3.5795 3.2243 -0.396 -0.438 -0.083
C 0.6336 2.8492 2.1426 0.379 0.255 0.372
N 0.1150 2.1846 1.3701 -0.159 0.125 0.191
C 0.8817 3.0495 4.5112 0.084 -0.019 -0.237
N 0.5582 2.5456 5.4908 -0.040 -0.001 0.004
F 4.0646 6.9683 5.0083 -0.051 -0.051 -0.081
C 4.7276 7.9224 2.4429 0.330 0.398 -0.089
C 5.3527 8.6470 3.5213 -0.100 -0.091 -0.220
N 5.8836 9.2751 4.3216 0.021 0.013 0.017
C 5.0956 8.4296 1.1432 -0.050 -0.083 0.277
N 5.4397 8.8843 0.1473 0.004 0.012 -0.032
```
Forces are in eV/Å.

Results
orbital gap = 5.639 eV
strongest force on any atom = 0.6 eV/Å
total charge = +1
E_HOMO = -11.123 eV
calculated total energy = -8225.3121 Ha

These are the Mulliken partial charges, in e, on atoms 1 to 6:
1. Ga 0.480
2. O -0.443
3. S 0.184
4. N -0.037
5. C -1.230
6. C -0.053

***

Formula: C10H28N2O3
Source: the OMol25 dataset
Level of theory: the ωB97M-V functional and the def2-TZVPD basis

The geometry in XYZ format:
```
43
Properties=species:S:1:pos:R:3:forces:R:3
C -0.7832 -2.2758 -0.1291 0.297 -0.509 0.454
O -1.2994 -0.9762 0.0795 -0.737 -0.471 -0.208
C -2.6429 -1.0207 0.5765 -0.599 2.085 -0.331
C -3.2616 0.4222 0.7347 -0.728 -0.107 0.058
C -3.1378 1.4364 -0.4070 0.593 -0.494 -0.757
N -3.0282 1.0882 2.0058 0.084 -0.413 0.801
H -1.2904 -2.9039 -0.8615 -0.415 0.511 -0.475
H -0.8618 -2.8665 0.7836 0.179 0.040 0.396
H 0.2669 -2.2266 -0.4172 -0.081 0.289 0.049
H -3.3600 -1.4703 -0.1103 0.492 -0.512 -0.506
H -2.7222 -1.5770 1.5105 0.249 0.093 0.250
H -4.3357 0.2390 0.7079 -0.240 -0.545 0.297
H -3.8129 1.2645 -1.2453 -0.168 -0.366 0.040
H -2.1447 1.4411 -0.8564 0.201 0.405 0.219
H -3.4265 2.4079 -0.0059 0.302 0.064 -0.144
H -3.1913 2.0809 1.9166 0.050 -0.049 0.092
H -2.1026 0.9671 2.3915 0.115 0.039 -0.367
C 0.9986 2.3630 -1.1856 0.025 -0.729 0.000
O 1.4126 1.3034 -2.0199 -0.632 -0.774 -2.009
C 2.2052 0.2366 -1.5303 0.703 1.919 1.349
C 3.0435 -0.5207 -2.5641 -2.009 -0.240 -2.141
C 2.2251 -1.6221 -3.3847 0.129 2.277 0.725
N 4.2179 -1.1034 -2.0472 1.205 -2.028 1.380
H 0.4241 3.0378 -1.8201 0.255 0.077 -0.025
H 1.8642 2.8623 -0.7502 0.038 0.186 0.155
H 0.3228 2.0222 -0.4013 0.130 -0.028 0.248
H 2.8576 0.7789 -0.8459 0.985 -0.423 0.191
H 1.6444 -0.3862 -0.8334 -0.409 -0.651 -0.333
H 3.4964 0.1151 -3.3249 -0.900 0.870 -0.037
H 2.8762 -2.0683 -4.1364 -0.016 -0.246 0.185
H 1.4741 -1.0394 -3.9181 -0.433 -0.436 -0.055
H 1.7769 -2.3323 -2.6899 -0.012 -0.184 -0.223
H 4.3618 -1.8423 -2.7205 1.229 0.222 -0.956
H 3.9621 -1.8070 -1.3692 -0.285 0.261 1.522
C 0.1488 0.7736 4.1582 0.943 -0.397 -0.022
C 0.4999 0.0955 2.8209 -1.611 -0.196 -0.080
O -0.1346 0.9268 1.7956 1.479 0.225 1.269
H -0.9200 0.9797 4.2152 0.168 0.196 -0.056
H 0.7670 1.6533 4.3373 -0.383 0.417 -0.437
H 0.4147 0.1755 5.0298 -0.114 -0.555 -0.148
H 0.0955 -0.9166 2.8053 -0.865 -0.061 -0.029
H 1.5427 -0.1995 2.7037 0.513 1.218 -0.357
H -0.4434 0.4840 1.0017 0.273 -0.979 0.016
```
Forces are in eV/Å.

Results
orbital gap = 9.403 eV
strongest force on any atom = 2.9 eV/Å
total charge = 0
SMILES string = COC[C@H](C)N.COC[C@H](C)N.CCO
E_HOMO = -8.693 eV
calculated total energy = -732.9191 Ha

These are the natural (NBO) partial charges, in e, on atoms 1 to 6:
1. C -0.247
2. O -0.565
3. C -0.073
4. C -0.063
5. C -0.619
6. N -0.856